1.
DFT (the ωB97M-V functional and the def2-TZVPD basis) results for C46H48InN3OP as an isolated structure at a distorted geometry.

- Kohn-Sham gap (spin up / spin down) (eV) = 2.108 / 2.109
- HOMO level (spin up / spin down) (eV) = 0.109 / 0.107
- calculated total energy (hartree) = -2552.3191
- charge = -1
- relative energy (zero: lowest compared OMol25 entry of this formula, charge and spin) (kcal/mol) = 65.6

Element x y z (Å)
1 In -0.45966 1.16295 -0.70011
2 N -0.58577 0.98196 3.06268
3 N 0.99089 2.94259 0.34061
4 C -1.55042 1.23633 -2.46252
5 C -2.14626 2.11543 -1.47089
6 C -2.53046 1.31099 -0.34044
7 C -3.22948 1.78487 0.90207
8 H -3.24370 2.88574 0.95999
9 H -2.73253 1.40248 1.81091
10 H -4.28070 1.43926 0.90060
11 C -2.15512 -0.04841 -0.59860
12 C -2.40307 -1.21294 0.31722
13 H -3.41646 -1.63322 0.16415
14 H -2.31674 -0.90372 1.37159
15 H -1.67419 -2.02157 0.14383
16 C -1.56650 -0.09537 -1.92858
17 C -1.12331 -1.33919 -2.64605
18 H -0.69836 -2.08057 -1.94987
19 H -0.35549 -1.11173 -3.40379
20 H -1.97864 -1.81334 -3.16436
21 C -2.38998 3.58872 -1.63394
22 H -3.42087 3.79086 -1.98380
23 H -1.69815 4.02219 -2.37395
24 H -2.24958 4.13181 -0.68374
25 C -1.11631 1.62908 -3.84533
26 H -0.31044 0.97616 -4.21661
27 H -0.73898 2.66329 -3.87577
28 H -1.96221 1.55791 -4.55726
29 C -0.26682 0.18570 4.09174
30 H -1.10295 -0.12551 4.73429
31 C 1.03710 -0.24336 4.37563
32 H 1.23821 -0.89030 5.23527
33 C 2.06476 0.18649 3.52182
34 H 3.10155 -0.12142 3.69743
35 C 1.75033 1.00778 2.43862
36 H 2.52693 1.34197 1.74379
37 C 0.40363 1.39013 2.22943
38 C -0.03622 2.19558 1.07464
39 H -0.88207 2.84865 1.33365
40 C 0.85600 2.55508 -0.94826
41 C 1.93227 3.95431 0.49985
42 H 2.19413 4.39104 1.46183
43 C 2.40451 4.20922 -0.76227
44 H 3.16245 4.90422 -1.11796
45 N 1.72869 3.34763 -1.65040
46 C 1.87916 3.35637 -3.07800
47 C 1.44007 4.48688 -3.80125
48 C 1.55500 4.45940 -5.20158
49 H 1.20332 5.32486 -5.77563
50 C 2.08748 3.35159 -5.88179
51 C 2.22077 3.35268 -7.38786
52 H 1.99538 2.35903 -7.81157
53 H 3.25326 3.61122 -7.69060
54 H 1.54409 4.08974 -7.85138
55 C 2.51341 2.24769 -5.12309
56 H 2.92943 1.37178 -5.63534
57 C 2.42185 2.22341 -3.72178
58 C 2.85311 1.00567 -2.94389
59 H 3.34039 1.27901 -1.99341
60 H 3.54694 0.38837 -3.53704
61 H 1.97757 0.38862 -2.67718
62 C 0.83963 5.68704 -3.10511
63 H 1.62231 6.35933 -2.70759
64 H 0.21236 5.38495 -2.25057
65 H 0.22381 6.27277 -3.80678
66 O 0.05344 -0.73875 0.85758
67 P -0.10477 -2.09110 1.90599
68 C 1.55560 -2.64641 2.53894
69 C 1.71092 -3.12032 3.85717
70 C 2.92706 -3.64569 4.28987
71 C 4.00566 -3.71070 3.41139
72 C 3.87090 -3.23622 2.10326
73 C 2.65114 -2.70252 1.66767
74 C -1.53067 -2.25878 3.29665
75 C -1.55369 -3.47166 4.03093
76 C -2.53128 -3.75376 4.99971
77 C -3.54139 -2.83883 5.27231
78 C -3.58470 -1.64772 4.57746
79 C -2.62162 -1.36144 3.60944
80 C -0.65207 -3.77426 1.10159
81 C -2.03164 -4.15966 1.14403
82 C -2.47421 -5.39586 0.69266
83 C -1.56174 -6.31363 0.19968
84 C -0.20427 -5.98573 0.15656
85 C 0.25030 -4.73184 0.60258
86 H 0.90270 -3.10202 4.56605
87 H 3.02445 -4.01673 5.30386
88 H 4.94315 -4.13619 3.74404
89 H 4.70635 -3.29943 1.42111
90 H 2.55057 -2.36465 0.64509
91 H -0.81678 -4.23755 3.84633
92 H -2.51113 -4.69009 5.53778
93 H -4.29393 -3.05476 6.02007
94 H -4.37021 -0.92783 4.78793
95 H -2.76644 -0.38751 3.18324
96 H -2.79684 -3.50953 1.54235
97 H -3.52996 -5.64356 0.74482
98 H -1.90976 -7.28238 -0.13500
99 H 0.49986 -6.71772 -0.21003
100 H 1.30570 -4.54532 0.57114

2.
DFT (the ωB97M-V functional and the def2-TZVPD basis) results for a 3-piece molecular cluster, C46H48O6Si overall at a distorted geometry.

- Kohn-Sham gap (eV) = 6.874
- HOMO level (eV) = -8.634
- SMILES string = C[Si](C)(CCCCCCCCc1c(CCc2ccccc2)ccc2c1C(=O)C=CC2=O)c1ccccc1.O=C1C=CC(=O)C=C1.O=C1C=CC(=O)C=C1
- calculated total energy (hartree) = -2521.9770
- relative energy (zero: lowest compared OMol25 entry of this formula, charge and spin) (kcal/mol) = 353.2

Element x y z (Å)
1 C 7.92375 -1.64750 3.23327
2 Si 6.55191 -1.25299 1.92798
3 C 4.92978 -2.18803 2.36201
4 C 6.13609 0.64270 2.01656
5 C 5.44602 1.02728 3.44018
6 C 5.38348 2.62291 3.63451
7 C 3.90410 3.23426 3.66971
8 C 3.00680 2.81337 2.37353
9 C 1.41461 2.88017 2.71753
10 C 0.73498 3.99192 1.78928
11 C -0.51690 3.51869 0.90882
12 C -0.50839 2.00624 0.43235
13 C -1.77531 1.10318 0.69093
14 C -3.12322 1.63834 1.38010
15 C -4.42982 1.05357 0.58872
16 C -5.15461 -0.14202 1.38443
17 C -5.42648 -1.55468 0.68815
18 C -6.12795 -2.68904 1.51847
19 C -6.54056 -2.36873 2.98910
20 C -6.31385 -0.99729 3.67106
21 C -5.61309 0.11030 2.84831
22 C -1.80662 -0.41550 0.26948
23 C -0.61703 -1.11756 -0.43438
24 C 0.64023 -0.21897 -0.70580
25 C 0.67707 1.30230 -0.29657
26 C 2.00344 2.07982 -0.67790
27 O 2.10718 3.29695 -0.96497
28 C 3.34731 1.19368 -0.75497
29 C 3.32433 -0.19248 -1.12127
30 C 1.90325 -0.88708 -1.41880
31 O 1.82402 -1.91076 -2.14794
32 C 7.28185 -1.75082 0.20846
33 C 7.66395 -3.23531 -0.14886
34 C 8.22004 -3.57653 -1.57030
35 C 8.41387 -2.40589 -2.57986
36 C 8.07259 -0.91192 -2.24949
37 C 7.48894 -0.61623 -0.83902
38 H 7.49963 -2.26120 4.09571
39 H 8.73396 -2.26412 2.69309
40 H 8.42042 -0.66709 3.54059
41 H 5.05645 -2.64502 3.40311
42 H 4.07489 -1.41003 2.41265
43 H 4.66212 -3.02423 1.62562
44 H 7.12083 1.20709 1.84555
45 H 5.43756 0.88657 1.12606
46 H 4.41687 0.52473 3.55663
47 H 6.14459 0.56006 4.23790
48 H 6.07283 3.10036 2.84095
49 H 5.89991 2.84912 4.64507
50 H 3.40393 2.95735 4.66163
51 H 4.02582 4.38651 3.68452
52 H 3.27428 1.76559 2.00670
53 H 3.31523 3.55078 1.55276
54 H 1.37283 3.26105 3.81059
55 H 0.91234 1.85866 2.72405
56 H 0.34197 4.82152 2.49680
57 H 1.46116 4.54092 1.08267
58 H -1.46872 3.83883 1.47264
59 H -0.51533 4.16804 -0.05086
60 H -3.21035 1.30519 2.47462
61 H -3.24207 2.77100 1.35731
62 H -5.22201 1.88147 0.42572
63 H -4.15393 0.70235 -0.47251
64 H -5.11687 -1.73970 -0.40176
65 H -6.29599 -3.69611 1.00861
66 H -7.03079 -3.18552 3.61364
67 H -6.61791 -0.75803 4.74952
68 H -5.43587 1.13190 3.35239
69 H -2.74617 -1.02847 0.47848
70 H -0.68285 -2.21941 -0.69974
71 H 4.36513 1.67349 -0.55874
72 H 4.30231 -0.77346 -1.19477
73 H 7.51346 -4.09118 0.58818
74 H 8.49007 -4.64832 -1.88502
75 H 8.81653 -2.63457 -3.61974
76 H 8.25212 -0.08601 -3.01979
77 H 7.20221 0.46619 -0.58706
78 O -11.42579 -1.08373 -2.55469
79 C -10.27412 -0.77187 -2.31349
80 C -9.21137 -0.91006 -3.33166
81 C -7.94913 -0.57005 -3.06539
82 C -7.56089 -0.03934 -1.74184
83 O -6.40852 0.27289 -1.49965
84 C -8.62283 0.09914 -0.72292
85 C -9.88448 -0.24085 -0.98929
86 H -9.51340 -1.29967 -4.29607
87 H -7.15551 -0.66535 -3.80037
88 H -8.32024 0.48867 0.24173
89 H -10.67533 -0.14563 -0.25574
90 O -6.04558 -0.78165 -5.23738
91 C -4.88662 -1.05995 -5.49436
92 C -3.79055 -0.10692 -5.22230
93 C -2.52324 -0.41113 -5.50563
94 C -2.16112 -1.71471 -6.10219
95 O -1.00588 -1.99245 -6.35866
96 C -3.25834 -2.66785 -6.37405
97 C -4.52523 -2.36317 -6.09050
98 H -4.07293 0.84265 -4.78464
99 H -1.70781 0.27499 -5.31372
100 H -2.97650 -3.61753 -6.81162
101 H -5.34098 -3.04909 -6.28221

3.
DFT (the ωB97M-V functional and the def2-TZVPD basis) results for C46H49AsN4PrS5 as an isolated structure at a distorted geometry.

- Kohn-Sham gap (spin up / spin down) (eV) = 5.264 / 5.270
- HOMO level (spin up / spin down) (eV) = -3.950 / -3.956
- calculated total energy (hartree) = -6745.0106
- charge = -1
- 2S+1 = 3

Element x y z (Å)
1 Pr 0.25157 2.11881 -0.56751
2 C 2.61434 4.64260 1.73849
3 C 2.62072 3.33342 2.49752
4 S 2.58319 1.81949 1.38194
5 C 4.19941 1.83136 0.47786
6 C 4.28866 2.95098 -0.61261
7 S 2.87582 3.01927 -1.77865
8 C 2.79769 4.83273 -2.02263
9 C 2.37722 5.67113 -0.80572
10 S 1.34748 4.82312 0.40437
11 H 3.60616 4.93178 1.35312
12 H 2.34107 5.39592 2.47452
13 H 1.65617 3.33469 3.04950
14 H 3.47423 3.14833 3.18785
15 H 4.34806 0.79394 0.07332
16 H 4.92252 2.11650 1.27789
17 H 5.18026 2.80649 -1.29454
18 H 4.43076 3.92623 -0.16207
19 H 2.04617 5.00959 -2.81589
20 H 3.75670 5.23902 -2.44551
21 H 1.68754 6.50969 -1.07194
22 H 3.25033 5.99738 -0.25501
23 S -1.71244 2.54481 1.64434
24 C -2.94441 3.10751 0.61573
25 C -4.24083 2.90944 1.09331
26 N -5.37018 2.76332 1.42488
27 C -2.81694 3.54317 -0.73460
28 S -1.51057 4.49388 -1.28397
29 C -3.96435 3.37836 -1.58495
30 N -4.92643 3.23508 -2.27139
31 C -1.66934 4.12398 -5.71362
32 C -0.27636 4.16458 -5.48237
33 C 0.33737 3.40401 -4.48206
34 C -0.51994 2.48141 -3.77649
35 C -1.93882 2.62855 -3.87476
36 C -2.52355 3.47805 -4.81698
37 N -0.04965 1.48058 -2.93012
38 C 0.85762 0.57390 -3.45455
39 C 1.07458 0.40032 -4.88719
40 C 1.70837 -0.78363 -5.34428
41 C 1.99319 -1.80106 -4.50285
42 C 1.93812 -1.59286 -3.12204
43 C 1.39465 -0.47051 -2.61153
44 H -2.06933 4.58028 -6.66596
45 H 0.26221 4.92128 -6.13182
46 H 1.38314 3.21824 -4.26742
47 H -2.51171 2.06692 -3.15672
48 H -3.56826 3.46753 -5.06759
49 H 0.76695 1.21146 -5.56624
50 H 1.87969 -0.92632 -6.39417
51 H 2.24857 -2.84749 -4.85018
52 H 2.39349 -2.32490 -2.46326
53 H 1.12414 -0.33963 -1.53333
54 C -2.91782 -2.64008 7.03620
55 C -2.09694 -1.93960 6.02366
56 C -0.71039 -2.09175 5.92072
57 C 0.03507 -1.80840 4.81013
58 C 1.53481 -2.08039 4.76688
59 C -0.67416 -1.41028 3.69394
60 As 0.36721 -1.19442 1.92774
61 N -0.37796 -0.21040 0.41977
62 C -1.25713 -0.73403 -0.54404
63 C -1.06981 -1.92156 -1.29040
64 C -2.04726 -2.33629 -2.24378
65 C -3.18133 -1.59635 -2.45254
66 C -3.25660 -0.31733 -1.83998
67 C -2.34654 0.10206 -0.87408
68 C 0.46175 -3.08450 1.27958
69 C -0.63103 -3.99423 1.33140
70 C -2.05563 -3.75072 1.81768
71 C -0.44200 -5.30171 0.88001
72 C 0.80527 -5.81652 0.48538
73 C 0.87581 -7.20181 -0.06566
74 C 1.90928 -4.95245 0.49116
75 C 1.72906 -3.61573 0.90769
76 C 2.82944 -2.58019 0.70126
77 C -2.01633 -1.03193 3.79123
78 C -2.83955 -0.48701 2.65234
79 C -2.72874 -1.21749 4.97254
80 H -2.47267 -2.67114 8.04664
81 H -3.00219 -3.68311 6.78114
82 H -3.89150 -2.20239 7.03127
83 H -0.11674 -2.40822 6.75890
84 H 2.03467 -1.13191 4.56904
85 H 1.79444 -2.75597 3.92622
86 H 1.94442 -2.52847 5.68356
87 H -0.29686 -2.66823 -1.07955
88 H -1.99500 -3.24192 -2.85900
89 H -3.97668 -2.08731 -3.00709
90 H -4.11248 0.29561 -1.94743
91 H -2.55525 1.01734 -0.32043
92 H -2.30034 -2.69733 1.97796
93 H -2.25057 -4.31966 2.73471
94 H -2.65631 -4.18813 0.99095
95 H -1.35742 -5.90042 0.84016
96 H 0.00157 -7.36216 -0.72895
97 H 0.77620 -7.99195 0.73925
98 H 1.79037 -7.32934 -0.68022
99 H 2.82754 -5.37803 0.08790
100 H 3.66921 -3.02180 0.16323
101 H 3.23734 -2.16956 1.63829
102 H 2.51538 -1.65350 0.13940
103 H -3.78465 -1.08160 2.46050
104 H -2.20021 -0.54604 1.76915
105 H -3.12930 0.57681 2.81533
106 H -3.79648 -1.00119 4.97813

4.
DFT (the ωB97M-V functional and the def2-TZVPD basis) results for C46H49BrN7O2P2Sn as an isolated structure.

- Kohn-Sham gap (eV) = 5.511
- HOMO level (eV) = -14.318
- calculated total energy (hartree) = -5786.2245
- charge = +3
- relative energy (zero: lowest compared OMol25 entry of this formula, charge and spin) (kcal/mol) = 14.1

Element x y z (Å)
1 Sn -1.17587 0.52512 0.46246
2 Br -0.98770 7.97374 2.19573
3 C -1.45003 6.15700 2.23615
4 C -0.44670 5.19940 2.29075
5 C -0.78755 3.85744 2.24361
6 C -2.11919 3.47693 2.16323
7 C -3.11903 4.43980 2.16463
8 C -2.78335 5.78647 2.19675
9 N -2.43314 2.08459 2.00538
10 C -3.37479 1.57162 2.68082
11 C -3.82441 0.18791 2.41262
12 C -4.72265 -0.44813 3.24253
13 C -5.15136 -1.72783 2.90870
14 C -4.66652 -2.31862 1.75615
15 C -3.74623 -1.61927 0.98876
16 N -3.33616 -0.38847 1.30454
17 H 0.58779 5.50971 2.37062
18 H -0.02980 3.08482 2.31225
19 H -4.16212 4.14441 2.10360
20 H -3.55756 6.54295 2.17603
21 H -3.89272 2.14029 3.45413
22 H -5.08205 0.04817 4.13556
23 H -5.86144 -2.24896 3.53914
24 H -4.99904 -3.30073 1.44348
25 H -3.33316 -2.05357 0.08522
26 C 2.24612 3.25242 0.20983
27 P 1.03427 2.29558 -0.76894
28 C 0.12800 3.63459 -1.68189
29 N 0.79915 4.73267 -1.95755
30 C 0.18427 5.71561 -2.66135
31 C 0.89287 6.89970 -2.97923
32 C 0.27756 7.86041 -3.72052
33 C -1.06345 7.69625 -4.16689
34 C -1.77375 6.57866 -3.85632
35 C -1.15526 5.56286 -3.08808
36 N -1.85522 4.45408 -2.75240
37 C -1.24491 3.50675 -2.08026
38 P -2.36645 2.11187 -1.58492
39 C -3.76287 3.05328 -0.88213
40 C -3.11568 1.29357 -3.08500
41 C -4.34388 0.53845 -2.54571
42 C -2.10942 0.28269 -3.63867
43 C -3.53493 2.25403 -4.19505
44 C 2.16971 1.46538 -2.02135
45 C 3.27982 2.38331 -2.53644
46 C 2.79150 0.26498 -1.29115
47 C 1.32500 0.95331 -3.18457
48 H 2.61720 4.08338 -0.38691
49 H 3.07302 2.59643 0.48362
50 H 1.80673 3.63664 1.12345
51 H 1.91490 7.00708 -2.63487
52 H 0.81348 8.76574 -3.97981
53 H -1.52113 8.47653 -4.76114
54 H -2.79808 6.43990 -4.18312
55 H -4.25755 3.61359 -1.67453
56 H -3.37958 3.75708 -0.14663
57 H -4.47404 2.38103 -0.39767
58 H -4.11058 -0.04151 -1.64289
59 H -4.69141 -0.16562 -3.30671
60 H -5.17190 1.21204 -2.31641
61 H -1.89173 -0.49827 -2.90099
62 H -1.17952 0.76263 -3.93906
63 H -2.52997 -0.20267 -4.52302
64 H -4.27839 2.97971 -3.86425
65 H -3.98510 1.65601 -4.99391
66 H -2.69265 2.79800 -4.61493
67 H 4.00638 2.62702 -1.75878
68 H 2.89184 3.31379 -2.94829
69 H 3.81690 1.86002 -3.33495
70 H 3.45857 0.58187 -0.48393
71 H 3.38891 -0.32277 -1.99664
72 H 2.02385 -0.39114 -0.86521
73 H 0.80480 1.76018 -3.70708
74 H 0.58626 0.22421 -2.83846
75 H 1.97008 0.45378 -3.91292
76 C 7.44908 -9.43970 5.14655
77 O 7.17092 -8.16683 4.47329
78 C 6.04444 -7.94677 3.90162
79 C 4.98195 -8.89643 3.86490
80 C 3.83546 -8.56676 3.23381
81 C 3.68940 -7.27506 2.61699
82 C 4.78738 -6.33055 2.64606
83 C 5.92612 -6.65617 3.27836
84 N 2.51204 -7.02577 2.10584
85 N 2.17050 -6.02945 1.41248
86 C 1.35853 -5.06175 1.55528
87 C 0.83145 -4.69326 2.88104
88 C 0.16364 -3.56039 3.05743
89 C -0.09359 -2.63064 1.93310
90 O -0.61918 -1.56240 2.14199
91 C 0.28718 -3.07474 0.54773
92 N -0.10245 -2.29556 -0.46767
93 C 0.19238 -2.68679 -1.70258
94 C 0.87991 -3.86707 -1.98185
95 C 1.27772 -4.66279 -0.93434
96 C 0.97926 -4.26116 0.36520
97 H 8.45031 -9.33972 5.53829
98 H 7.40614 -10.25190 4.42748
99 H 6.74173 -9.59116 5.95681
100 H 5.09244 -9.86640 4.32941
101 H 3.01107 -9.26840 3.17206
102 H 4.67771 -5.37044 2.15620
103 H 6.77259 -5.98279 3.32951
104 H 1.01390 -5.36950 3.71009
105 H -0.21011 -3.27231 4.03218
106 H -0.13442 -2.04043 -2.51020
107 H 1.08587 -4.14628 -3.00720
108 H 1.81168 -5.59051 -1.10800